Computed, not measured: a structure of composition CHI2O2S2 at a distorted geometry, with ωB97M-V with the def2-TZVPD basis set.

Output
- Energy above the lowest of the compared OMol25 structures with the same formula, charge and spin: 2.5 kJ/mol
- Frontier orbital gap: 7.3 eV
- Charge: -1
- Total energy: -43021.2894 eV
- LUMO energy: 2.63 eV

Each line ends with the natural charge from an NBO analysis.
Geometry (Å):
C1 0.374 0.032 -0.784  -0.753
O1 0.343 0.481 1.860  -0.977
O2 -0.492 -1.640 0.831  -0.990
S1 -2.307 0.585 0.898  -0.607
S2 -0.517 -0.187 0.905  1.913
I1 2.084 -1.092 -0.743  0.175
I2 0.685 2.195 -1.353  0.036
H1 -0.170 -0.375 -1.614  0.203